(1)
{
  "formula": "C6H39NO14",
  "method": "wB97M-V/def2-TZVPD",
  "e_above_lowest_kcal_mol": 141.46,
  "gap_ev": 7.95,
  "charge": 0,
  "e_lumo_ha": -0.0046,
  "total_energy_ha": -1359.99914,
  "species": ["C", "C", "C", "N", "C", "C", "C", "H", "H", "H", "H", "H", "H", "H", "H", "H", "H", "H", "H", "H", "O", "H", "H", "O", "H", "H", "O", "H", "H", "O", "H", "H", "O", "H", "H", "O", "H", "H", "O", "H", "H", "O", "H", "H", "O", "H", "H", "O", "H", "H", "O", "H", "H", "O", "H", "H", "O", "H", "H", "O"],
  "positions_angstrom": [[4.357353, 0.107002, 0.087467], [2.909659, 0.054373, 0.361938], [1.991151, 0.710589, -0.350233], [0.669657, 0.618839, 0.159612], [-0.483148, 1.080724, -0.575033], [-1.244330, 1.444148, -2.958088], [-0.320777, 0.996147, -2.115225], [4.524951, -0.891443, -0.305284], [4.677023, 0.851168, -0.627034], [4.987280, 0.058269, 0.976015], [2.748907, -0.809167, 1.095784], [2.257668, 1.330023, -1.148989], [0.603643, -0.309410, 0.570148], [-0.457534, 2.213913, -0.499525], [-1.342290, 0.762084, 0.010371], [-2.273599, 1.723965, -2.787814], [-1.068164, 1.640590, -4.012240], [0.686350, 0.855270, -2.368829], [-2.884791, -3.050965, -0.468280], [-3.064238, -4.065466, -1.551937], [-3.001662, -4.019582, -0.594729], [-4.456191, 0.385476, 1.405376], [-4.951447, 0.933154, 0.093604], [-5.133910, 0.249995, 0.747866], [0.968404, 1.217639, 3.490343], [2.243383, 1.898766, 3.787301], [1.362814, 1.757911, 4.185677], [-0.126369, -2.475531, -1.707555], [0.859151, -2.373803, -0.402864], [0.292001, -2.945648, -0.942531], [-1.554622, -3.404199, 1.887344], [-1.215051, -2.459349, 2.948984], [-0.996384, -3.371498, 2.723568], [-3.436200, -0.780299, -1.374969], [-4.496273, -1.079652, -0.257569], [-3.818400, -1.497778, -0.860759], [1.356770, 3.997324, -2.381316], [2.034338, 4.043831, -1.068144], [1.649645, 3.398753, -1.680945], [-0.047965, 2.398506, 1.900777], [0.016411, 3.092825, 3.265192], [-0.597739, 2.722451, 2.623354], [3.414534, 2.685161, 1.466200], [2.381131, 1.962925, 2.044347], [2.736106, 2.870830, 2.141720], [-0.860669, -2.040775, 0.015507], [-2.348890, -1.545187, 0.039592], [-1.429274, -1.205406, 0.052775], [-0.358942, -1.112135, -3.464540], [0.431003, -2.420789, -3.863758], [-0.345282, -2.076739, -3.403592], [2.034260, 0.697257, -4.019799], [2.665321, -0.232151, -3.101093], [1.973995, -0.240043, -3.782137], [-2.188063, 2.290787, 2.706265], [-3.281443, 1.607644, 3.603397], [-3.028673, 1.752479, 2.679911], [0.888087, -2.982666, 2.402432], [1.615402, -3.985592, 1.549201], [1.475920, -3.035547, 1.652746]],
  "forces_ev_per_angstrom": [[0.442, -1.289, -0.270], [0.791, -1.017, 0.602], [-0.859, -1.353, 3.006], [0.624, -0.355, -0.340], [0.844, 2.626, -0.637], [0.076, -0.089, -1.211], [-2.477, 0.673, 1.990], [0.706, -0.181, -0.665], [0.182, 0.272, -0.095], [-0.087, 0.678, 0.176], [-0.773, 1.596, -0.761], [0.098, 1.144, -0.797], [-0.746, 0.343, -0.041], [-0.048, -0.924, 0.267], [-0.115, -0.006, -0.970], [-0.111, -0.169, 0.983], [0.604, -0.350, -0.060], [0.821, -0.392, -0.760], [-0.512, -1.250, -0.283], [-0.019, -0.200, -0.113], [0.427, 0.638, 0.344], [0.575, 0.321, 0.688], [-0.146, 0.170, 0.120], [-0.424, -0.150, -0.567], [-0.538, -0.205, 0.361], [-0.251, 0.356, 0.899], [0.823, -0.375, -0.425], [0.864, -0.141, 0.399], [0.040, -0.167, -0.500], [-0.196, -0.192, 0.096], [1.165, -0.652, 1.156], [0.160, 0.142, 0.546], [-1.627, 0.538, -1.482], [-0.002, 0.082, -0.062], [0.628, -0.209, -0.588], [-1.186, 0.405, 0.289], [-0.186, -0.354, -0.152], [0.009, -0.422, 0.202], [0.184, 0.953, -0.112], [-0.031, -0.035, -0.213], [0.134, -0.077, 0.172], [0.027, 0.377, -0.364], [0.252, 0.934, 0.224], [-0.541, 0.493, 0.089], [0.505, -1.415, -1.062], [-0.838, 1.041, -0.189], [0.511, 0.669, -0.018], [0.342, -2.290, 0.878], [0.348, -0.137, -0.185], [-0.084, 0.482, 0.091], [-0.501, -0.199, -0.041], [-0.378, -0.165, -0.497], [-0.170, -0.693, 0.041], [0.842, 0.773, 0.240], [-0.744, -0.745, 0.018], [0.154, 0.124, -0.357], [0.071, 0.214, 0.232], [-0.642, -0.092, 0.257], [-0.065, 0.204, -0.161], [1.045, 0.043, -0.388]],
  "lowdin_charge": [-0.13, -0.20, -0.17, -0.03, -0.22, 0.00, -0.16, 0.07, 0.07, 0.07, 0.13, 0.07, 0.09, 0.12, 0.10, 0.06, 0.05, 0.03, -0.02, 0.04, -0.07, 0.02, 0.06, -0.03, 0.03, 0.03, -0.06, 0.01, 0.01, -0.09, 0.07, 0.05, -0.07, 0.06, 0.05, -0.08, 0.06, 0.06, -0.05, 0.03, 0.05, -0.05, 0.05, 0.01, -0.06, 0.03, 0.00, -0.12, 0.01, 0.06, -0.05, 0.05, 0.05, -0.05, 0.00, 0.04, -0.10, 0.00, 0.06, -0.06]
}



(2)
{
  "formula": "C6H3BCl3O10V",
  "method": "wB97M-V/def2-TZVPD",
  "s2": 2.017,
  "gap_ev": [8.46, 8.53],
  "charge": -2,
  "spin_multiplicity": 3,
  "e_lumo_ha": [0.1777, 0.1797],
  "total_energy_ha": -3332.80562,
  "species": ["V", "O", "C", "O", "B", "O", "C", "O", "O", "C", "O", "C", "O", "O", "C", "C", "O", "O", "H", "H", "H", "Cl", "Cl", "Cl"],
  "positions_angstrom": [[7.254036, 18.657280, -21.406583], [3.422156, 18.864533, -18.801973], [3.131938, 19.587665, -19.753619], [2.040302, 20.263588, -19.875302], [2.043130, 20.779684, -21.289546], [3.261247, 20.264075, -21.953481], [3.882479, 19.525418, -21.126760], [4.953983, 18.965029, -21.294093], [1.993918, 22.250319, -21.301841], [1.154064, 22.619101, -22.279958], [0.981433, 23.748685, -22.737075], [0.433976, 21.357872, -22.750579], [0.855016, 20.355113, -22.009316], [-0.390860, 21.286827, -23.623258], [6.288638, 14.950838, -20.167520], [6.418789, 16.360268, -20.540497], [6.716466, 17.334703, -19.791100], [6.411776, 16.679227, -21.761639], [7.080299, 14.404890, -20.681312], [5.364690, 14.541411, -20.578848], [6.286752, 14.677076, -19.113467], [7.457142, 20.785430, -20.269605], [9.636064, 17.879167, -21.681485], [6.963812, 19.442136, -23.765265]],
  "forces_ev_per_angstrom": [[-0.443, -0.034, -0.843], [-0.268, 1.732, -1.449], [1.279, -4.001, 1.779], [-0.446, 1.342, -1.483], [-0.465, 0.392, 0.871], [-1.268, 0.836, -0.905], [3.053, -0.651, 1.835], [-1.224, 0.502, 0.149], [-0.402, 0.553, -0.958], [0.414, 2.343, -0.399], [0.394, -2.350, 1.224], [-0.849, -0.310, -0.613], [-0.087, -0.417, -0.216], [0.185, 0.172, 0.277], [-0.655, -1.540, 0.296], [1.320, 2.837, -1.097], [0.260, -0.253, 1.313], [-0.088, -0.656, -1.015], [0.140, 0.100, 0.074], [-0.086, 0.167, -0.140], [0.218, 0.537, 0.071], [0.015, -1.129, -0.413], [-1.251, 0.349, 0.323], [0.254, -0.521, 1.322]],
  "lowdin_charge": [0.35, 0.11, -0.38, 0.24, -0.85, 0.29, -0.36, 0.00, 0.23, -0.35, 0.11, -0.40, 0.25, 0.13, 0.00, -0.70, -0.11, -0.13, 0.09, 0.08, 0.08, -0.18, -0.27, -0.23]
}